Entry 1:
{"formula": "C28H49BeBrNP3", "method": "ωB97M-V/def2-TZVPD", "total_energy_ha": -4763.21135, "multiplicity": 1, "fmax_ev_per_a": 4.459, "e_lumo_ev": [-9.26, -9.02], "de_lowest_ev": 4.102, "charge": 2, "gap_ev": [3.97, 4.40], "symbols": ["N", "C", "C", "C", "C", "C", "C", "Be", "P", "C", "C", "C", "C", "C", "C", "C", "Br", "H", "H", "H", "H", "H", "H", "H", "H", "H", "H", "P", "C", "C", "H", "H", "H", "H", "H", "C", "C", "H", "H", "H", "H", "H", "C", "C", "H", "H", "H", "H", "H", "C", "C", "H", "H", "H", "H", "H", "C", "C", "H", "H", "H", "H", "H", "C", "C", "H", "H", "H", "H", "H", "C", "P", "C", "C", "H", "H", "H", "H", "H", "H", "H", "H", "H"], "positions_angstrom": [[-5.28, 1.92, -5.02], [-5.40, 2.28, -3.74], [-4.36, 2.14, -2.78], [-3.11, 1.61, -3.18], [-3.03, 1.15, -4.51], [-4.13, 1.37, -5.39], [-1.90, 1.63, -2.29], [-0.62, 0.34, -2.20], [2.45, -0.39, -1.85], [-0.58, 1.91, -2.83], [0.42, 2.75, -2.13], [1.59, 3.12, -2.79], [2.66, 3.71, -2.12], [2.55, 3.96, -0.76], [1.29, 3.85, -0.14], [0.24, 3.17, -0.79], [4.07, 4.35, 0.18], [-2.07, 2.01, -1.27], [-0.35, 1.81, -3.91], [-4.54, 2.46, -1.77], [-2.15, 0.66, -4.91], [-6.37, 2.70, -3.49], [-4.07, 1.10, -6.45], [1.65, 2.96, -3.87], [-0.72, 2.98, -0.27], [3.58, 3.96, -2.62], [1.18, 4.18, 0.90], [-1.37, -1.78, -2.08], [3.99, 0.58, -1.41], [5.37, -0.05, -1.65], [3.93, 0.95, -0.38], [3.90, 1.47, -2.05], [6.15, 0.69, -1.40], [5.56, -0.93, -1.02], [5.54, -0.33, -2.70], [2.40, 0.00, -3.65], [3.49, -0.84, -4.35], [2.54, 1.09, -3.75], [1.41, -0.28, -4.04], [3.13, -1.15, -5.34], [4.44, -0.32, -4.54], [3.70, -1.74, -3.77], [1.41, 0.19, -0.48], [2.03, -0.47, 0.77], [0.35, -0.13, -0.61], [1.46, 1.28, -0.44], [1.24, -0.76, 1.47], [2.58, -1.38, 0.50], [2.72, 0.20, 1.29], [-1.25, -2.54, -0.44], [-1.68, -4.02, -0.39], [-1.89, -1.91, 0.20], [-0.22, -2.39, -0.05], [-2.76, -4.12, -0.22], [-1.44, -4.60, -1.31], [-1.18, -4.52, 0.45], [-0.51, -2.97, -3.24], [-1.15, -2.86, -4.61], [-0.62, -3.99, -2.85], [0.58, -2.77, -3.32], [-2.03, -3.51, -4.67], [-1.43, -1.82, -4.87], [-0.46, -3.19, -5.39], [-3.14, -2.09, -2.50], [-4.31, -1.84, -1.52], [-3.25, -3.14, -2.87], [-3.29, -1.47, -3.41], [-5.20, -1.62, -2.14], [-4.60, -2.74, -0.94], [-4.17, -1.00, -0.81], [-2.57, 0.89, 2.17], [-0.85, 0.27, 2.05], [0.06, 1.66, 2.87], [-0.88, -0.94, 3.43], [-2.57, 1.96, 1.92], [-2.93, 0.75, 3.19], [-3.22, 0.36, 1.46], [0.09, 1.51, 3.95], [1.09, 1.70, 2.50], [-0.41, 2.62, 2.64], [-1.15, -0.44, 4.36], [-1.63, -1.72, 3.23], [0.09, -1.44, 3.54]], "lowdin_charge": [0.0886, -0.0930, 0.0150, -0.2040, -0.0290, -0.0965, -0.0623, 0.3401, 0.9797, -0.1145, -0.2242, -0.0250, -0.1040, -0.7138, -0.0736, -0.0121, 0.9234, 0.1252, 0.1570, 0.1166, 0.0999, 0.1259, 0.1257, 0.1307, 0.1203, 0.1214, 0.1212, 1.0178, -0.3755, -0.1204, 0.0691, 0.0529, 0.0832, 0.0827, 0.0531, -0.4291, -0.1400, 0.0463, 0.0524, 0.0794, 0.0786, 0.0677, -0.4856, -0.1629, -0.0140, 0.0447, 0.0042, 0.0734, 0.0850, -0.3880, -0.1043, 0.0579, 0.0793, 0.0780, 0.0685, 0.0922, -0.3426, -0.1536, 0.0771, 0.0793, 0.0834, 0.0584, 0.0926, -0.3653, -0.1112, 0.1093, 0.0647, 0.0867, 0.0799, 0.0627, -0.2988, 0.7908, -0.2637, -0.2818, 0.0318, 0.0509, 0.0190, 0.0502, 0.0212, 0.0353, 0.0492, 0.0456, 0.0435]}

=====

Entry 2:
{"formula": "C28H49Cl2I3N3O12S3", "method": "ωB97M-V/def2-TZVPD", "total_energy_ha": -5171.05354, "multiplicity": 1, "fmax_ev_per_a": 3.033, "e_lumo_ev": -3.56, "charge": 1, "gap_ev": 7.64, "symbols": ["C", "C", "C", "C", "O", "C", "C", "C", "O", "N", "C", "C", "C", "C", "I", "C", "C", "I", "C", "I", "N", "C", "O", "N", "C", "C", "Cl", "C", "C", "Cl", "H", "H", "H", "H", "H", "H", "H", "H", "H", "H", "H", "H", "H", "H", "H", "H", "H", "H", "H", "H", "H", "H", "H", "H", "H", "O", "S", "O", "O", "C", "C", "C", "H", "H", "H", "H", "H", "H", "H", "H", "O", "S", "O", "O", "C", "C", "C", "H", "H", "H", "H", "H", "H", "H", "H", "O", "S", "O", "O", "C", "C", "C", "H", "H", "H", "H", "H", "H", "H", "H"], "positions_angstrom": [[1.76, -5.03, 4.14], [0.88, -4.39, 3.62], [-0.21, -3.67, 2.97], [-0.15, -2.15, 3.28], [-0.18, -2.08, 4.64], [1.10, -1.59, 2.54], [2.17, -0.88, 3.35], [2.75, -1.72, 4.46], [3.60, -2.53, 4.29], [2.16, -1.40, 5.73], [2.28, -2.50, 6.69], [2.81, -0.16, 6.24], [0.57, -0.88, 1.25], [1.49, 0.13, 0.57], [1.83, 2.00, 1.58], [1.20, 0.30, -0.95], [2.46, -0.14, -1.71], [0.80, 2.29, -1.64], [-0.98, -0.72, 1.30], [-1.86, 1.22, 0.99], [-1.49, -1.49, 0.19], [-2.52, -1.13, -0.39], [-3.55, -1.18, -0.85], [-1.44, -1.42, 2.67], [-2.54, -2.38, 2.35], [-1.87, -0.36, 3.63], [-0.61, 0.73, 4.00], [-3.05, -0.13, 4.23], [-3.25, 1.04, 5.14], [-4.47, -1.08, 4.05], [2.52, -5.63, 4.57], [-1.13, -4.09, 3.36], [-0.19, -3.86, 1.90], [0.53, -1.49, 5.01], [1.59, -2.47, 2.12], [3.01, -0.65, 2.68], [1.85, 0.07, 3.75], [1.48, -3.22, 6.53], [2.16, -2.09, 7.69], [3.25, -2.99, 6.63], [3.71, -0.43, 6.79], [3.10, 0.50, 5.43], [2.12, 0.35, 6.90], [0.65, -1.71, 0.54], [2.47, -0.34, 0.61], [0.38, -0.32, -1.29], [3.32, 0.43, -1.37], [2.34, -0.01, -2.78], [2.64, -1.20, -1.51], [-2.16, -3.13, 1.66], [-3.37, -1.86, 1.91], [-2.88, -2.86, 3.26], [-2.88, 1.96, 4.67], [-4.30, 1.17, 5.33], [-2.74, 0.88, 6.09], [-4.05, 5.06, -4.52], [-3.98, 4.03, -5.52], [-5.08, 3.12, -5.66], [-2.64, 3.21, -5.30], [-2.40, 2.71, -3.97], [-3.21, 1.46, -3.67], [-3.58, 4.72, -7.08], [-2.60, 3.50, -3.24], [-1.34, 2.47, -3.93], [-4.28, 1.69, -3.62], [-2.90, 1.04, -2.72], [-3.07, 0.72, -4.46], [-2.72, 5.37, -6.97], [-4.45, 5.29, -7.40], [-3.38, 3.91, -7.78], [6.62, 2.17, 1.31], [6.92, 3.42, 1.93], [6.24, 3.77, 3.14], [6.72, 4.58, 0.86], [5.46, 4.58, 0.14], [4.34, 5.16, 0.97], [8.65, 3.60, 2.14], [5.24, 3.56, -0.18], [5.64, 5.18, -0.75], [4.11, 4.51, 1.82], [3.44, 5.25, 0.35], [4.59, 6.14, 1.36], [9.15, 3.37, 1.20], [8.95, 2.89, 2.91], [8.86, 4.61, 2.46], [-2.62, -1.81, -6.39], [-3.51, -2.83, -5.92], [-3.03, -4.17, -5.73], [-4.79, -2.85, -6.84], [-4.59, -2.94, -8.28], [-4.27, -4.35, -8.74], [-4.31, -2.30, -4.45], [-3.81, -2.23, -8.57], [-5.53, -2.59, -8.70], [-3.30, -4.67, -8.38], [-4.28, -4.38, -9.82], [-5.02, -5.05, -8.36], [-4.70, -1.30, -4.61], [-3.56, -2.30, -3.66], [-5.09, -3.01, -4.20]], "lowdin_charge": [0.1624, -0.1012, -0.1181, -0.3916, 0.0245, -0.1630, -0.1266, -0.4563, 0.1500, -0.1966, -0.0419, -0.0212, -0.2826, -0.7058, 0.9075, -0.8135, -0.1828, 0.8488, -0.6131, 1.1626, 0.0625, -0.4690, 0.2363, -0.0876, -0.0545, -0.6991, 0.8352, -0.6862, -0.1220, 0.8055, 0.0522, 0.1241, 0.1378, 0.0678, 0.1499, 0.1177, 0.0134, 0.0825, 0.0931, 0.0941, 0.1014, 0.0921, 0.0945, 0.1441, 0.0703, 0.0599, 0.0804, 0.0668, 0.0895, 0.1008, 0.0755, 0.0879, 0.0748, 0.0720, 0.0991, -0.2744, 0.5679, -0.2721, -0.2554, -0.2735, -0.0643, -0.1175, 0.1124, 0.0601, 0.0783, 0.0553, 0.0783, 0.0770, 0.0801, 0.0782, -0.2861, 0.5588, -0.2787, -0.2568, -0.2449, -0.0827, -0.1164, 0.1066, 0.1248, 0.0411, 0.0774, 0.0883, 0.0781, 0.0796, 0.0790, -0.2793, 0.5548, -0.2729, -0.2619, -0.2384, -0.0693, -0.1245, 0.1137, 0.1229, 0.0736, 0.0837, 0.0858, 0.0700, 0.0611, 0.0780]}